Record 1
ORCA calculation (ωB97M-V/def2-TZVPD) on C16H23NO3 in the gas phase.

```
43
Properties=species:S:1:pos:R:3:forces:R:3:nbo_charge:R:1
C 3.9793 -1.8587 -0.1998 0.18 -0.04 0.19 -0.247
H 4.4992 -2.7515 -0.5636 -0.04 0.04 0.02 0.171
H 3.5690 -2.0454 0.7963 0.00 0.00 -0.03 0.187
H 4.6808 -1.0283 -0.1443 -0.01 -0.09 0.04 0.205
O 2.9770 -1.4422 -1.0943 -0.41 -0.04 -0.40 -0.503
C 1.8634 -2.2124 -1.2395 0.01 0.11 -0.06 0.229
C 1.7647 -3.5235 -0.7873 0.15 0.08 0.05 -0.275
C 0.6380 -4.2865 -1.0415 -0.05 -0.06 -0.01 -0.214
C -0.4139 -3.7522 -1.7591 -0.04 -0.06 0.03 -0.230
C -0.3479 -2.4372 -2.1819 0.19 0.16 0.02 -0.261
C 0.7644 -1.6506 -1.9163 -0.06 -0.10 0.06 0.309
O 0.7101 -0.3566 -2.3776 0.20 -0.31 -0.20 -0.519
C 1.2758 0.6638 -1.5721 0.33 0.28 0.11 -0.162
C 0.9240 0.5497 -0.0844 -0.02 -0.05 -0.35 0.655
O 1.8095 0.5465 0.7533 0.32 0.10 0.19 -0.636
N -0.3766 0.4395 0.2604 -0.16 -0.15 0.12 -0.442
C -1.5008 0.5298 -0.6424 -0.32 0.09 -0.20 -0.211
H -1.1298 0.6201 -1.6605 -0.03 -0.06 0.09 0.225
C -2.4194 1.7233 -0.3330 0.23 0.01 -0.05 -0.424
H -3.0978 1.4658 0.4787 -0.10 -0.04 0.01 0.198
C -1.6267 2.9839 0.0364 -0.21 0.11 0.02 -0.411
H -0.5604 2.7888 -0.0847 0.03 0.07 -0.05 0.199
C -1.8778 3.4681 1.4661 0.03 -0.13 -0.02 -0.387
H -1.1500 4.2524 1.6865 -0.04 0.08 0.05 0.202
H -2.8712 3.9215 1.5205 0.01 0.09 0.00 0.199
C -1.7935 2.3983 2.5595 0.15 0.15 -0.03 -0.402
C -0.5454 1.5125 2.5330 -0.27 -0.08 -0.02 -0.417
H 0.3239 2.0832 2.2075 0.11 -0.02 0.06 0.221
H -0.3476 1.1791 3.5536 0.08 0.00 0.01 0.213
C -0.6556 0.2447 1.6731 0.39 -0.01 0.28 -0.216
H -1.6488 -0.1981 1.7670 -0.02 -0.02 -0.02 0.193
H 0.0846 -0.4726 2.0417 -0.17 0.02 -0.04 0.227
H -2.6801 1.7607 2.5329 -0.07 -0.01 0.07 0.188
H -1.8213 2.9240 3.5172 -0.09 -0.04 0.01 0.211
H -1.8792 3.7996 -0.6437 0.07 -0.01 -0.03 0.211
H -3.0353 1.9005 -1.2156 -0.07 -0.05 0.03 0.216
H -2.0769 -0.4019 -0.5800 0.07 0.05 -0.11 0.199
H 2.3682 0.6634 -1.6393 -0.31 0.04 0.08 0.226
H 0.8945 1.6029 -1.9871 0.00 -0.09 0.08 0.201
H -1.1626 -1.9889 -2.7294 -0.08 0.09 -0.05 0.222
H -1.2884 -4.3455 -1.9771 -0.08 -0.05 -0.02 0.214
H 0.5955 -5.3040 -0.6837 0.00 -0.09 0.02 0.213
H 2.5854 -3.9658 -0.2455 0.10 0.00 0.04 0.220
```
Positions in Å, forces in eV/Å.

Results
SMILES   COc1ccccc1OCC(=O)N1CCCCCCC1
2S+1   1
Kohn-Sham gap   9.15 eV
LUMO   0.865 eV
Energy relative to the best compared isomer or geometry (same formula, charge and spin)   52.3 kcal/mol
Largest force on an atom   0.6 eV/A

---

Record 2
ORCA calculation (ωB97M-V/def2-TZVPD) on a molecular structure, C12H2F4N4O7P2PdSbSe4.

```
37
Properties=species:S:1:pos:R:3:forces:R:3:nbo_charge:R:1
Pd -0.2393 -0.2283 -0.1763 0.02 0.52 0.11 0.582
Se 4.4122 1.2742 -1.9823 -0.02 0.04 -0.02 -0.554
Sb 2.5607 2.0298 -0.7623 0.03 0.04 0.18 1.096
Se -2.1142 1.1485 -0.1922 0.05 0.15 -0.06 0.309
Se 0.3442 1.5378 -1.7668 -0.10 -0.38 -0.02 -0.452
Se 2.5710 3.4177 1.1242 0.02 -0.05 -0.02 -0.550
O -3.6673 -2.2335 1.7505 0.03 0.18 0.10 -0.976
P -2.6447 -1.5424 0.7665 0.32 -0.13 0.07 2.596
O -3.3345 -0.1900 0.4445 0.10 -0.19 -0.01 -1.021
O -1.2608 -1.3967 1.3399 -0.24 -0.18 -0.20 -1.116
O -2.6622 -2.4817 -0.4938 -0.05 0.08 0.02 -1.116
P -1.5145 -3.0139 -1.5840 -0.07 -0.10 0.06 2.561
O -1.9880 -2.2154 -2.8871 0.05 -0.01 -0.06 -0.993
O -1.7379 -4.4702 -1.7286 -0.04 -0.05 0.03 -1.170
O -0.1930 -2.4943 -1.1352 0.05 0.08 -0.11 -1.223
H -3.3513 -3.0711 2.1153 -0.06 -0.05 -0.03 0.522
H -2.4693 -2.8082 -3.4745 -0.04 0.00 0.02 0.506
F 0.9933 -2.9036 2.0274 0.00 -0.02 0.02 -0.269
C 0.6625 -3.8884 1.2130 -0.01 0.04 0.04 0.374
C -0.4117 -4.6349 1.4743 0.00 0.04 0.00 0.365
F -1.1628 -4.3406 2.5351 -0.01 0.00 0.00 -0.294
C -0.7893 -5.7676 0.6531 -0.02 0.00 -0.02 -0.002
C 0.1832 -6.1211 -0.3682 0.04 -0.02 -0.04 0.389
C 1.2847 -5.3970 -0.6026 0.00 -0.04 0.00 0.337
F 2.0995 -5.7529 -1.5876 -0.01 0.01 0.01 -0.275
C 1.5383 -4.1507 0.0833 0.03 0.03 -0.01 0.028
C 2.4557 -3.2362 -0.3233 0.00 -0.08 0.01 -0.223
C 2.3658 -1.8771 0.1141 0.18 0.03 0.03 0.367
N 2.3095 -0.7598 0.3794 -0.16 0.04 -0.01 -0.359
C 3.4295 -3.4579 -1.3498 -0.13 0.01 -0.12 0.280
N 4.2262 -3.5803 -2.1678 0.06 -0.02 0.07 -0.248
F -0.0592 -7.1840 -1.1162 0.00 0.01 0.02 -0.271
C -1.9555 -6.4392 0.8256 0.00 -0.01 -0.02 -0.215
C -2.3511 -7.5863 0.0615 -0.05 0.08 -0.13 0.275
N -2.7545 -8.4983 -0.5081 0.03 -0.05 0.07 -0.256
C -2.9633 -6.0140 1.7548 0.05 -0.05 0.08 0.281
N -3.7962 -5.7146 2.4875 -0.04 0.05 -0.04 -0.283
```
Positions in Å, forces in eV/Å.

Results
2S+1   1
Kohn-Sham gap   4.85 eV
Charge   -1
LUMO   -1.039 eV
Energy relative to the best compared isomer or geometry (same formula, charge and spin)   0.0 kcal/mol
Largest force on an atom   0.5 eV/A

---

Record 3
ORCA calculation (ωB97M-V/def2-TZVPD) on C3H3ClS2 in the gas phase.

```
9
Properties=species:S:1:pos:R:3:forces:R:3:nbo_charge:R:1
C 0.6967 -0.5982 -0.0382 -0.40 -0.18 0.12 -0.324
C 0.8518 0.7852 0.4351 0.46 0.46 0.21 -0.310
C -0.0038 1.7999 0.4894 -0.28 0.10 -0.07 -0.168
H -1.2945 -0.6121 1.2455 0.21 -0.29 -0.28 0.129
H 1.8789 1.0471 0.7058 -0.28 -0.15 -0.09 0.251
H 0.2874 2.7963 0.8099 0.10 -0.30 -0.04 0.228
S -0.6952 -1.5423 0.4559 0.04 0.44 0.16 0.138
S 1.8332 -1.2828 -0.9706 0.02 -0.01 -0.04 0.054
Cl -1.6675 1.7676 0.0092 0.11 -0.07 0.02 0.003
```
Positions in Å, forces in eV/Å.

Results
SMILES   S=C(S)/C=C\Cl
2S+1   1
Kohn-Sham gap   8.20 eV
LUMO   -0.801 eV
Energy relative to the best compared isomer or geometry (same formula, charge and spin)   7.4 kcal/mol
Largest force on an atom   0.7 eV/A

---

Record 4
ORCA calculation (ωB97M-V/def2-TZVPD) on 2 unconnected molecules or ions with the total composition C3H4F2N2 at a distorted geometry.

```
11
Properties=species:S:1:pos:R:3:forces:R:3:nbo_charge:R:1
C -1.3315 0.5152 -0.2682 1.26 0.46 0.12 0.180
C 0.4306 -0.7848 -1.3247 -0.65 -1.71 -0.76 -0.678
C 0.0175 0.3932 -0.5594 0.56 0.47 1.03 -0.164
N -2.4232 0.5984 0.0643 -1.75 0.10 0.30 -0.271
N 0.6857 0.2053 1.8779 -0.75 0.52 1.30 0.408
F 0.7748 1.5347 2.2774 -0.09 -1.11 -0.46 -0.236
F -0.4313 -0.2211 2.5452 0.87 0.31 -0.57 -0.209
H 1.1727 -0.4274 -2.0872 -0.87 -0.85 0.20 0.242
H -0.5503 -1.3314 -1.6918 2.23 1.23 0.02 0.242
H 0.9239 -1.5947 -0.7183 -0.14 0.94 -0.25 0.246
H 0.7310 1.1127 -0.1151 -0.67 -0.35 -0.95 0.240
```
Positions in Å, forces in eV/Å.

Results
2S+1   1
Kohn-Sham gap (spin up / spin down)   7.87 / 10.15 eV
LUMO (spin up / spin down)   -1.198 / -1.111 eV
Energy relative to the best compared isomer or geometry (same formula, charge and spin)   134.6 kcal/mol
Largest force on an atom   2.5 eV/A

---

Number 1: M 277.36 g mol⁻¹. Number 2: M 996.13 g mol⁻¹. Number 3: M 138.64 g mol⁻¹. Number 4: M 106.07 g mol⁻¹.